Molecular formula: C4H5NO
Method: DFT, ωB97M-V/def2-TZVPD

Calculated values
- SMILES = N#CC[C@H]1CO1
- orbital gap (eV) = 11.71
- LUMO (hartree) = 0.0331
- energy (eV) = -7764.74746

```
! RIJCOSX wB97M-V def2-TZVPD def2/J DEFGRID3
* xyz 0 1
N -0.153 1.197 -2.185
C -0.208 1.293 -1.033
C -0.235 1.085 0.421
C -0.385 -0.429 0.552
C 0.564 -1.272 -0.164
O 0.573 -1.183 1.260
H -1.064 1.627 0.884
H 0.694 1.443 0.878
H -1.415 -0.768 0.664
H 0.213 -2.194 -0.623
H 1.416 -0.799 -0.654
*
```